(1)
Density functional theory data (ωB97M-V/def2-TZVPD) for a cluster of 11 separate species, C29H84N4O17 in total in a non-equilibrium geometry.

Each line ends with the Löwdin charge.
Cartesian coordinates (Å):
C 16.45404 -8.96975 10.08279  -0.152
O 16.62401 -8.27866 11.33083  -0.124
H 17.44462 -9.26452 9.73642  0.081
H 15.79560 -9.83642 10.02415  0.060
H 16.13898 -8.26480 9.31345  0.064
H 17.37858 -7.68568 11.35511  0.075
C 12.07688 -7.27810 15.62296  -0.045
C 11.99075 -8.39432 14.51354  -0.425
C 12.62763 -9.67473 14.94392  -0.201
O 12.79439 -10.63966 13.93406  -0.221
C 13.97547 -10.47321 13.17474  -0.073
N 10.59525 -8.48775 14.17959  0.033
H 11.36276 -6.47321 15.44890  0.073
H 13.05783 -6.85441 15.83819  0.076
H 11.66760 -7.67842 16.55049  0.071
H 12.42340 -7.96307 13.61079  0.135
H 12.00812 -10.17358 15.68920  0.136
H 13.61682 -9.54597 15.38325  0.133
H 14.94556 -10.57699 13.66082  0.098
H 14.00833 -9.47269 12.74349  0.087
H 13.91253 -11.11008 12.29240  0.076
H 10.45548 -9.36906 13.70645  0.039
H 9.92348 -8.55695 14.93061  0.077
C 7.40346 -10.14874 10.40641  -0.039
C 6.20258 -9.20265 10.67301  -0.366
C 6.04909 -7.89200 9.80004  -0.178
O 7.12793 -6.94156 9.90760  -0.197
C 6.92832 -5.83203 9.05199  -0.123
N 4.92763 -10.01474 10.57349  0.028
H 7.31084 -10.90140 11.18938  0.046
H 8.45770 -9.88416 10.48805  0.077
H 7.25864 -10.77707 9.52758  0.051
H 6.11098 -8.70881 11.64040  0.129
H 5.17059 -7.36443 10.17154  0.124
H 6.04304 -8.23866 8.76666  0.115
H 7.74510 -5.15217 9.29442  0.094
H 5.99950 -5.26876 9.14193  0.091
H 7.06487 -6.09101 8.00205  0.071
H 4.94686 -10.81415 11.19049  0.061
H 4.31868 -9.43048 11.12839  0.063
C 6.62990 -14.05393 7.48237  0.024
C 7.79676 -13.46122 8.38491  -0.270
C 8.75707 -14.55250 8.78492  -0.149
O 8.26949 -15.43311 9.87083  -0.143
C 8.29704 -16.76466 9.43192  -0.104
N 8.60326 -12.53677 7.55770  0.340
H 6.24504 -14.84562 8.12519  0.085
H 6.91264 -14.42440 6.49703  0.073
H 5.73901 -13.43516 7.37487  0.089
H 7.46721 -12.95733 9.29354  0.145
H 9.64698 -14.12795 9.24959  0.119
H 9.17179 -15.09881 7.93777  0.115
H 7.47028 -16.97990 8.75499  0.098
H 8.20997 -17.42689 10.29330  0.105
H 9.30173 -17.01663 9.09250  0.083
H 9.37659 -13.00402 7.10633  0.097
H 9.02939 -11.90852 8.22389  0.064
C 8.19389 -13.71985 3.26020  -0.065
C 9.48932 -13.44207 4.00602  -0.415
C 9.98080 -14.58435 4.98778  -0.119
O 10.94563 -14.01320 5.97828  -0.238
C 11.85048 -14.95876 6.55226  -0.084
N 10.48027 -13.02867 2.97976  0.034
H 8.24639 -14.36274 2.38156  0.088
H 7.75837 -12.82210 2.82146  0.081
H 7.43785 -14.13994 3.92354  0.062
H 9.38162 -12.52808 4.59007  0.111
H 10.50951 -15.28957 4.34650  0.125
H 9.10190 -15.10099 5.37344  0.103
H 12.34333 -15.43255 5.70331  0.098
H 11.36583 -15.65507 7.23662  0.075
H 12.59682 -14.49837 7.19965  0.082
H 11.32549 -12.66655 3.39759  0.065
H 10.20937 -12.15459 2.55233  0.073
C 10.06970 -9.37778 7.30802  -0.221
C 9.10179 -8.34074 6.79989  -0.230
O 9.86943 -7.30405 6.24699  -0.037
O 10.86311 -9.08560 8.43344  -0.071
H 10.83651 -9.63660 6.57788  0.137
H 9.53953 -10.28042 7.61177  0.080
H 8.48939 -7.92929 7.60224  0.107
H 8.43492 -8.80436 6.07296  0.130
H 9.31897 -6.81614 5.63011  0.098
H 11.06661 -8.14853 8.38778  0.120
C 8.81694 -12.44258 13.02555  -0.200
C 9.97757 -12.25301 14.03272  -0.282
O 11.13578 -12.91924 13.75666  -0.042
O 8.36476 -13.80207 13.13569  -0.063
H 9.09420 -12.24274 11.99052  0.090
H 7.99789 -11.76712 13.27257  0.115
H 9.67867 -12.11680 15.07205  0.129
H 10.22436 -11.19153 14.05400  0.072
H 11.85654 -12.33680 14.00738  0.060
H 9.06729 -14.32312 12.74003  0.065
C 15.78288 -14.02166 12.51515  -0.206
C 16.65386 -15.27575 12.19026  -0.197
O 17.35849 -15.22772 10.88184  -0.084
O 16.64837 -12.95124 13.00846  -0.080
H 14.95717 -14.29382 13.17260  0.109
H 15.36673 -13.70157 11.55993  0.098
H 15.97805 -16.12968 12.14361  0.096
H 17.36909 -15.42526 12.99908  0.119
H 18.08932 -15.84900 10.92061  0.075
H 17.51124 -13.15317 12.63930  0.072
C 12.39050 -16.22394 12.09545  -0.178
C 11.59651 -16.38404 10.72409  -0.243
O 12.05516 -17.57446 10.13385  -0.055
O 11.87189 -17.15305 13.10630  -0.073
H 12.12946 -15.24403 12.49510  0.097
H 13.44384 -16.38488 11.86591  0.105
H 11.89298 -15.59594 10.03192  0.098
H 10.53393 -16.30435 10.95359  0.096
H 12.04698 -18.18199 10.87712  0.085
H 11.96266 -16.76881 13.98136  0.082
C 15.52272 -9.72393 6.62909  -0.225
C 15.35071 -11.04153 5.95938  -0.232
O 15.19814 -10.91150 4.51563  -0.068
O 16.79493 -9.02890 6.52042  -0.068
H 15.55012 -9.87467 7.70827  0.086
H 14.65458 -9.18695 6.24686  0.125
H 14.46763 -11.52436 6.37790  0.100
H 16.14131 -11.77587 6.11361  0.125
H 15.20766 -11.81815 4.20021  0.073
H 16.75219 -8.08528 6.69171  0.080
C 12.84520 -11.75276 9.26139  -0.190
C 11.68329 -12.08786 10.22848  -0.213
O 10.47565 -11.72472 9.65304  -0.075
O 13.26555 -10.36200 9.28139  -0.072
H 12.71412 -12.05534 8.22247  0.107
H 13.70834 -12.28717 9.65825  0.111
H 11.95188 -11.82578 11.25185  0.112
H 11.67900 -13.16840 10.37170  0.103
H 10.49816 -10.80871 9.36664  0.047
H 12.63220 -9.99018 8.66314  0.038

Summary:
LUMO level (alpha / beta)	-1.93 / -7.81	eV
HOMO energy (alpha / beta)	-10.95 / -10.95	eV
charge	+1
multiplicity	2

---

(2)
Density functional theory data (ωB97M-V/def2-TZVPD) for a cluster of 15 separate species, C29H87BN28O15 in total in a non-equilibrium geometry.

Each line ends with the Löwdin charge.
Cartesian coordinates (Å):
C 8.98710 -3.06651 0.68707  -0.016
C 7.69136 -3.13505 0.18890  -0.212
C 7.23864 -2.44631 -1.05894  -0.160
B 5.86611 -1.66411 -0.82520  -0.111
C 4.92154 -1.14436 -1.97183  -0.171
C 4.92644 0.38830 -2.13509  -0.220
C 4.32938 1.14074 -0.94340  -0.203
C 2.80748 1.22341 -1.07685  -0.221
C 2.03977 1.13624 0.24388  -0.194
C 0.53478 0.99522 -0.08378  -0.212
C -0.22405 0.45997 1.13216  -0.191
C -1.62256 -0.08989 0.79810  -0.186
C -1.70173 -0.64802 -0.61577  -0.203
C -0.69055 -1.78672 -0.88878  -0.173
C -1.31845 -3.09014 -1.36170  -0.238
O -1.80873 -3.90052 -0.29830  -0.185
C -0.77280 -4.51614 0.43996  -0.114
H 9.67830 -3.89962 0.60418  0.046
H 9.33320 -2.17173 1.20042  0.050
H 6.97226 -3.71594 0.77457  0.076
H 7.07280 -3.21619 -1.81340  0.113
H 8.00482 -1.74164 -1.38775  0.115
H 5.55217 -1.44868 0.31180  0.085
H 3.90117 -1.49070 -1.76290  0.100
H 5.23018 -1.62156 -2.90707  0.094
H 5.95370 0.72993 -2.28981  0.107
H 4.39086 0.61489 -3.06173  0.084
H 4.62014 0.70677 0.00871  0.097
H 4.70836 2.16321 -0.99296  0.106
H 2.44280 0.39082 -1.68326  0.098
H 2.51849 2.12760 -1.62056  0.105
H 2.23868 1.95060 0.93807  0.121
H 2.33281 0.19156 0.70572  0.111
H 0.20974 1.99590 -0.37349  0.120
H 0.50656 0.32391 -0.93676  0.069
H -0.35780 1.29093 1.82604  0.116
H 0.40700 -0.24528 1.66694  0.074
H -1.83496 -0.91470 1.48819  0.109
H -2.43459 0.61750 0.95121  0.070
H -2.69926 -1.02689 -0.84781  0.108
H -1.52860 0.14354 -1.34516  0.100
H 0.00237 -1.91541 -0.05797  0.112
H -0.06834 -1.45285 -1.72621  0.096
H -0.54287 -3.62143 -1.92233  0.099
H -2.17202 -2.81563 -1.97572  0.094
H -1.12471 -5.48484 0.79504  0.082
H 0.12509 -4.68348 -0.15985  0.087
H -0.53201 -3.90015 1.31078  0.074
C 1.46512 -1.08282 4.70295  -0.678
O 1.78123 -0.23080 3.88433  0.009
N 1.82573 -1.02646 6.00892  0.155
N 0.70745 -2.17204 4.35694  0.153
H 1.55898 -1.71654 6.68607  0.089
H 2.37207 -0.24156 6.30782  0.079
H 0.41650 -2.24290 3.40018  0.079
H 0.43230 -2.88350 5.01114  0.067
C -4.62626 2.71327 0.31875  -0.677
O -4.31401 1.73826 0.99119  -0.001
N -4.22399 2.84928 -0.97951  0.160
N -5.38999 3.73827 0.77773  0.150
H -4.47589 3.63808 -1.54815  0.070
H -3.65695 2.11740 -1.36587  0.094
H -5.71086 3.68832 1.72608  0.098
H -5.63166 4.52942 0.19203  0.055
C -3.83480 -3.51284 -5.24861  -0.707
O -4.01340 -2.78786 -6.20531  0.035
N -3.34921 -4.79248 -5.37486  0.142
N -4.09574 -3.12217 -3.96543  0.161
H -3.19465 -5.40818 -4.59880  0.090
H -3.14576 -5.11466 -6.30288  0.102
H -4.44788 -2.19109 -3.83381  0.110
H -3.95546 -3.70816 -3.16377  0.087
C 0.85523 1.26883 8.98621  -0.667
O 1.41691 0.66883 8.08468  0.019
N -0.15605 2.15450 8.75996  0.156
N 1.19252 1.09979 10.30166  0.151
H -0.63788 2.65888 9.48876  0.061
H -0.42597 2.30599 7.80447  0.116
H 1.93285 0.45506 10.50614  0.100
H 0.74343 1.58437 11.05567  0.093
C 2.30904 1.73101 -5.43545  -0.652
O 2.87543 0.72808 -5.03494  0.002
N 1.49166 1.72183 -6.53130  0.176
N 2.44592 2.94031 -4.81760  0.169
H 1.01452 2.53258 -6.87590  0.097
H 1.37121 0.84675 -7.00814  0.110
H 3.03729 2.97600 -4.00721  0.097
H 1.98996 3.77743 -5.12570  0.095
C -7.23101 4.72770 -2.31965  -0.642
O -6.34947 4.86798 -1.47512  -0.018
N -7.22871 3.69598 -3.19364  0.172
N -8.27120 5.60482 -2.42793  0.157
H -7.93301 3.56176 -3.89328  0.102
H -6.47766 3.03027 -3.14076  0.076
H -8.28929 6.37913 -1.79140  0.101
H -9.00212 5.51455 -3.10682  0.093
C -0.06496 -1.53424 -4.95186  -0.679
O -0.90215 -0.74029 -5.34001  0.014
N 1.22576 -1.16602 -4.67834  0.161
N -0.34126 -2.86218 -4.74741  0.160
H 1.92995 -1.80123 -4.35448  0.094
H 1.47017 -0.19997 -4.80506  0.027
H -1.27862 -3.17417 -4.93162  0.066
H 0.33746 -3.52382 -4.42324  0.088
C -4.80211 2.93589 -5.57352  -0.669
O -5.68197 2.36540 -4.94232  -0.006
N -3.74399 2.26545 -6.11164  0.166
N -4.81415 4.28073 -5.78216  0.172
H -3.01321 2.71197 -6.63155  0.092
H -3.70792 1.27081 -5.97171  0.107
H -5.58271 4.79865 -5.39517  0.096
H -4.10418 4.77442 -6.29356  0.074
C -2.35034 7.49502 -6.63365  -0.687
O -3.01402 6.85505 -7.43942  0.000
N -1.01376 7.71909 -6.80305  0.148
N -2.90258 8.02975 -5.51308  0.168
H -0.45208 8.24020 -6.15728  0.093
H -0.58465 7.33584 -7.62454  0.101
H -3.88920 7.87790 -5.36390  0.081
H -2.39226 8.56486 -4.83647  0.098
C -6.56088 9.20148 -6.02537  -0.687
O -6.38324 8.28066 -5.24339  0.007
N -6.05153 9.18670 -7.29094  0.160
N -7.28006 10.31384 -5.69271  0.149
H -6.18213 9.92914 -7.95111  0.095
H -5.51456 8.38040 -7.56314  0.096
H -7.66520 10.35084 -4.76738  0.102
H -7.43847 11.08080 -6.31768  0.092
C -3.40538 2.50701 10.09120  -0.672
O -2.55278 3.38416 10.08185  0.008
N -3.15006 1.23302 9.67806  0.159
N -4.68025 2.74276 10.51505  0.152
H -3.83675 0.50349 9.67605  0.095
H -2.21945 1.03016 9.35178  0.080
H -4.89667 3.67267 10.82283  0.104
H -5.39835 2.04432 10.53084  0.094
C -1.49042 -4.59264 7.24075  -0.682
O -0.49415 -3.89490 7.31570  0.019
N -2.47965 -4.55429 8.18252  0.148
N -1.69845 -5.46774 6.21298  0.152
H -3.30715 -5.11779 8.14352  0.091
H -2.35494 -3.92204 8.95072  0.101
H -0.98971 -5.52192 5.50534  0.101
H -2.51046 -6.04928 6.13300  0.093
C 6.30683 -7.28799 2.62828  -0.693
O 6.09173 -8.43524 2.99065  0.008
N 6.80437 -6.33686 3.46882  0.164
N 6.07289 -6.86458 1.35086  0.156
H 6.99375 -5.39191 3.19108  0.096
H 6.99212 -6.61014 4.41660  0.106
H 5.70939 -7.53934 0.70415  0.102
H 6.24580 -5.92862 1.03407  0.071
C 10.05897 -8.26869 4.85191  -0.690
O 10.28423 -7.08206 4.68528  0.014
N 10.79933 -9.03784 5.71038  0.140
N 9.05506 -8.92313 4.20248  0.162
H 10.63406 -10.01365 5.86533  0.088
H 11.54497 -8.58437 6.20401  0.098
H 8.49279 -8.38685 3.56662  0.066
H 8.85072 -9.89591 4.32679  0.097

Summary:
relative energy (zero: lowest compared OMol25 entry of this formula, charge and spin)	25.2	kcal per mole
LUMO level	0.10	eV
HOMO energy	-7.13	eV
charge	0
multiplicity	1

---

(3)
Density functional theory data (ωB97M-V/def2-TZVPD) for a structure of composition C2B2F14NO4S2Sn in a non-equilibrium geometry.

Each line ends with the Löwdin charge.
Cartesian coordinates (Å):
Sn 8.18621 21.35551 8.41849  1.297
B 9.97257 23.09047 6.24877  -1.624
F 9.84829 23.94393 7.28552  0.133
F 10.55466 23.75876 5.21074  0.141
F 10.69421 22.05314 6.67167  0.158
F 8.75392 22.57234 5.92773  0.054
B 11.61019 22.17999 9.79749  -1.410
F 12.24986 22.33107 10.98934  0.136
F 12.45761 21.69677 8.81739  0.113
F 10.60087 21.20941 9.93876  0.003
F 11.10330 23.36922 9.33234  0.128
C 8.20028 17.78223 10.74283  -0.621
F 8.62713 16.53881 10.93324  0.139
F 7.79873 18.21504 11.95474  0.113
F 9.19806 18.51949 10.18664  0.099
S 6.71290 17.82590 9.55156  0.643
O 7.38144 17.51188 8.31504  -0.325
O 5.73567 16.82382 9.96251  -0.301
N 6.25169 19.51468 9.46237  -0.409
S 4.94239 19.50556 10.29034  0.535
O 3.79620 18.90629 9.62293  -0.327
O 5.12712 19.17289 11.71483  -0.338
C 4.44994 21.42536 10.23096  -0.662
F 3.84329 21.62147 9.00604  0.075
F 3.64824 21.69099 11.25155  0.138
F 5.49250 22.16847 10.26871  0.110

Summary:
LUMO level (alpha / beta)	4.41 / 4.46	eV
HOMO energy (alpha / beta)	-1.80 / -5.43	eV
charge	-2
multiplicity	2

---

(4)
Density functional theory data (ωB97M-V/def2-TZVPD) for a cluster of 2 separate species, C2Br2FN in total in a non-equilibrium geometry.

Each line ends with the Löwdin charge.
Cartesian coordinates (Å):
C 0.35322 -1.98135 -1.79234  -0.312
C -0.09385 0.63735 0.62749  -1.244
N 0.19139 -1.12354 -1.03902  -0.160
F -0.81688 -0.33013 1.19306  -0.055
Br -1.11863 1.82017 -0.40465  0.838
Br 1.48474 0.97749 1.41546  0.933

Summary:
relative energy (zero: lowest compared OMol25 entry of this formula, charge and spin)	87.0	kcal per mole
LUMO level	-2.82	eV
HOMO energy	-9.00	eV
charge	0
multiplicity	1

---

(5)
Density functional theory data (ωB97M-V/def2-TZVPD) for a structure of composition C2Br2IO2 in a non-equilibrium geometry.

Each line ends with the Löwdin charge.
Cartesian coordinates (Å):
C -2.51056 -0.21849 0.13655  -0.450
C 1.37553 0.32664 0.12233  -1.617
O -2.20873 0.82600 0.48889  0.213
O -2.87021 -1.24906 -0.21365  0.197
Br 1.63539 1.14856 -1.68848  0.178
Br 2.83207 1.04095 1.27071  0.199
I 1.74652 -1.87461 -0.11634  0.280

Summary:
relative energy (zero: lowest compared OMol25 entry of this formula, charge and spin)	1.0	kcal per mole
LUMO level (alpha / beta)	3.07 / 3.07	eV
HOMO energy (alpha / beta)	-3.43 / -3.43	eV
charge	-1
multiplicity	1

---

(6)
Density functional theory data (ωB97M-V/def2-TZVPD) for a cluster of 3 separate species, C2Br2NO4 in total in a non-equilibrium geometry.

Each line ends with the Löwdin charge.
Cartesian coordinates (Å):
C 2.34140 -1.09362 -0.23495  -0.525
C -1.63664 0.72926 0.66154  -0.616
N -0.35431 0.52642 0.20991  -0.522
O 2.34250 -0.65321 -1.28198  0.203
O 2.60167 -1.44226 0.82304  0.195
O 0.18468 -0.57768 0.14368  -0.011
O 0.29110 1.62208 0.22593  -0.080
Br -2.38449 2.20964 0.01260  0.731
Br -3.38593 -1.32064 -0.55977  -0.375

Summary:
relative energy (zero: lowest compared OMol25 entry of this formula, charge and spin)	39.6	kcal per mole
LUMO level (alpha / beta)	1.64 / 1.72	eV
HOMO energy (alpha / beta)	-4.83 / -4.92	eV
charge	-1
multiplicity	1